(1)
{"formula": "C21H28N3O2PdS2Si", "method": "ωB97M-V/def2-TZVPD", "species": ["Pd", "C", "Si", "C", "C", "N", "C", "C", "C", "C", "C", "C", "O", "C", "C", "C", "C", "C", "C", "H", "H", "H", "H", "H", "H", "H", "H", "H", "H", "H", "H", "H", "H", "H", "H", "H", "H", "S", "C", "N", "C", "C", "C", "N", "H", "H", "H", "H", "C", "S", "C", "O", "H", "H", "H", "H", "H", "H"], "coordinates": [[0.673387, 0.037115, 0.267466], [3.226598, -1.302913, -0.756386], [2.321301, -1.080300, -2.447148], [1.956516, -2.776357, -3.250060], [3.288630, 0.174765, -3.529597], [0.784397, -0.329060, -2.002394], [-0.227967, 0.056627, -2.762925], [-0.241443, -0.108889, -4.177615], [-1.277557, 0.348844, -4.951265], [-2.334642, 1.050233, -4.370000], [-2.379433, 1.220690, -2.991962], [-1.384825, 0.687146, -2.185104], [-1.371565, 0.810553, -0.815470], [-2.550636, 1.038325, -0.144583], [-2.463910, 1.846197, 0.997487], [-3.628203, 2.284597, 1.593087], [-4.864395, 1.867090, 1.095411], [-4.936489, 0.949229, 0.051632], [-3.782024, 0.519305, -0.569316], [4.298002, -1.201280, -0.903216], [3.050086, -2.302632, -0.365609], [2.928282, -0.561188, 0.007020], [2.854355, -3.386950, -3.227334], [1.651908, -2.679800, -4.287344], [1.169960, -3.303413, -2.715530], [4.333537, -0.117752, -3.567923], [3.221335, 1.178800, -3.120486], [2.912082, 0.194062, -4.546809], [0.602679, -0.603685, -4.622932], [-1.262413, 0.174167, -6.015868], [-3.121549, 1.456685, -4.986879], [-3.195565, 1.784658, -2.564894], [-1.476568, 2.137278, 1.354858], [-3.599638, 2.955594, 2.438285], [-5.772105, 2.244412, 1.537301], [-5.895625, 0.569816, -0.267276], [-3.827571, -0.204170, -1.369836], [0.245216, -2.268973, 1.005557], [0.670052, -1.770814, 2.554916], [0.749670, -2.641720, 3.604023], [1.130070, -2.238499, 4.826418], [1.449192, -0.917352, 5.033088], [1.326800, -0.049145, 3.935708], [0.942248, -0.457673, 2.742065], [0.518979, -3.619418, 3.434906], [1.157710, -2.982258, 5.608317], [1.774693, -0.573508, 6.001934], [1.547114, 1.006369, 4.044430], [1.449539, 4.013210, 2.175865], [2.537862, 2.614494, 1.767015], [3.831058, 3.487021, 0.840112], [1.766665, 1.881932, 0.673983], [1.154802, 4.531521, 1.270387], [1.978399, 4.683483, 2.844582], [0.567759, 3.632565, 2.682809], [4.314851, 4.200982, 1.500292], [3.398495, 3.987334, -0.022102], [4.565202, 2.752236, 0.515334]], "forces_ev_per_angstrom": [[1.07, -1.63, 1.83], [-0.61, 0.22, -0.72], [2.60, -0.89, -0.07], [-0.10, 1.01, 0.33], [-0.87, -0.66, 0.49], [-2.98, 1.23, 0.66], [2.34, -0.83, 1.38], [-0.47, 0.14, -1.41], [1.56, -1.04, -0.14], [-0.35, 0.28, 1.22], [-0.42, 0.19, -0.29], [-1.02, 1.15, 2.45], [-0.02, -0.65, -2.86], [-1.37, 0.57, 0.91], [0.46, -0.16, -0.51], [-0.30, -0.18, -0.04], [0.17, -0.01, 0.01], [0.03, 0.10, 0.27], [0.56, 0.05, -0.03], [0.18, 0.04, -0.08], [-0.06, -0.08, 0.09], [0.25, -0.22, -0.32], [0.19, -0.02, 0.07], [-0.03, 0.02, -0.18], [-0.06, -0.09, 0.11], [0.14, -0.11, 0.06], [0.03, 0.13, 0.10], [-0.05, 0.03, -0.21], [0.12, -0.10, -0.20], [0.03, 0.05, -0.11], [-0.06, 0.15, -0.04], [0.05, -0.04, 0.10], [-0.21, 0.13, -0.10], [0.08, 0.03, 0.05], [-0.11, 0.00, 0.11], [-0.04, -0.03, -0.05], [-0.03, -0.05, -0.06], [-0.29, 0.91, -1.49], [0.28, 0.61, 0.89], [-0.13, 0.26, -0.81], [0.16, 0.56, 0.40], [-0.13, -0.16, -0.38], [0.16, 0.01, 0.61], [-0.42, -0.94, -1.35], [0.04, 0.08, 0.07], [0.03, -0.12, 0.02], [-0.03, 0.05, 0.02], [0.01, -0.04, 0.00], [0.41, -0.31, -0.05], [-0.16, 0.85, -0.46], [-0.19, -0.25, 0.29], [-0.41, -0.15, -0.79], [0.09, 0.00, -0.21], [0.14, 0.11, 0.11], [0.00, -0.18, 0.06], [0.02, 0.08, 0.14], [-0.20, 0.01, 0.04], [-0.07, -0.09, 0.07]], "total_energy_ha": -2344.4820, "gap_ev": [5.5, 4.7], "e_above_lowest_kcal_mol": 58.9, "e_lumo_ev": [-11.60, -12.09], "charge": 3, "homo_energy_ev": [-17.1449, -16.7841]}


(2)
{"formula": "C21H28N3O2Tc", "method": "ωB97M-V/def2-TZVPD", "species": ["O", "C", "C", "H", "H", "C", "H", "H", "C", "H", "H", "H", "C", "H", "H", "H", "Tc", "C", "C", "C", "H", "C", "C", "H", "H", "H", "H", "C", "C", "C", "H", "C", "C", "H", "H", "H", "H", "O", "C", "C", "H", "H", "C", "H", "H", "C", "H", "H", "H", "H", "N", "C", "N", "C", "N"], "coordinates": [[0.370463, -0.062354, -1.377651], [-0.187266, -1.033126, -0.451686], [1.103161, -1.902141, -0.409265], [-1.015991, -1.530727, -0.966742], [-0.446991, -0.564258, 0.521827], [1.648941, -0.780788, -1.377352], [0.998568, -2.915118, -0.846507], [1.546571, -1.952300, 0.612422], [1.835422, -1.142479, -2.854345], [0.937755, -1.686838, -3.192216], [2.714291, -1.780724, -2.989522], [1.962082, -0.228467, -3.476438], [2.759353, -0.021899, -0.664300], [2.474232, 0.005044, 0.403148], [2.873717, 1.024457, -0.982605], [3.726749, -0.539507, -0.797678], [0.057401, 2.298750, 1.811558], [1.655202, 2.791576, 3.118604], [0.436428, 2.697892, 3.880485], [-0.036308, 1.334207, 3.783652], [-0.015741, 3.502646, 4.452627], [0.891941, 0.594180, 2.969392], [1.939201, 1.492777, 2.579114], [2.835243, 1.193379, 2.044930], [2.272676, 3.676342, 3.006475], [-0.918840, 0.903870, 4.247227], [0.823157, -0.461508, 2.704463], [0.513714, 4.017871, 0.720669], [1.528253, 3.094230, 0.223569], [1.051674, 2.598451, -1.041304], [2.578262, 3.051131, 0.505931], [-0.298822, 2.932154, -1.182140], [-0.654050, 3.835632, -0.157359], [-1.599220, 4.369255, -0.123156], [0.696861, 4.841542, 1.405371], [1.661470, 2.200935, -1.847945], [-0.921398, 2.608500, -2.005887], [-1.285397, -3.413647, -1.612486], [-0.422693, -4.406426, -2.213471], [-1.230375, -5.638938, -2.652290], [0.296147, -4.721345, -1.433636], [0.128681, -3.940961, -3.051046], [-2.631939, -5.426305, -2.030608], [-0.740245, -6.538644, -2.276512], [-1.255429, -5.679033, -3.744245], [-2.591144, -3.994932, -1.424464], [-2.829922, -6.133974, -1.216819], [-3.432436, -5.509933, -2.773824], [-2.740064, -4.013555, -0.327122], [-3.349344, -3.353339, -1.914549], [-1.598512, 3.235462, 2.264871], [-2.466502, 3.986134, 2.555327], [-3.575592, 4.557904, 2.721816], [-3.854727, 5.746967, 3.229319], [-4.218666, 6.781978, 3.652374]], "forces_ev_per_angstrom": [[0.50, -0.14, 1.29], [-0.10, -0.19, -0.36], [-0.63, 0.42, -0.40], [0.03, 0.26, 0.78], [-0.17, -0.19, -0.36], [-0.18, -0.29, -0.38], [0.08, 0.82, 0.38], [0.03, -0.01, -0.96], [0.51, -0.11, 0.30], [0.40, 0.28, 0.09], [-0.06, 0.05, -0.11], [-0.12, -0.53, 0.47], [0.16, 0.25, -0.05], [0.40, -0.03, -0.44], [0.16, -0.61, -0.12], [-0.44, 0.16, 0.23], [-1.66, -0.48, -1.43], [0.12, -0.32, 0.87], [0.76, -0.98, 0.54], [0.85, -0.39, 0.32], [-0.03, -0.21, -0.35], [0.38, 0.64, 0.88], [0.60, -0.84, 0.37], [-0.27, 0.25, 0.06], [-0.17, -0.17, 0.01], [0.08, 0.32, -0.19], [-0.06, 0.40, 0.02], [0.58, 0.07, -0.22], [-0.07, 0.81, -1.47], [1.31, -0.01, 0.90], [-0.39, 0.23, -0.01], [-1.41, 1.34, 1.10], [0.44, -0.21, -1.73], [0.28, -0.18, 0.26], [-0.06, 0.09, -0.48], [-0.30, -0.21, 0.47], [-0.04, 0.08, 0.17], [-0.34, -1.39, -1.09], [0.50, 0.06, 0.43], [-0.13, 0.57, 0.03], [-0.07, 0.17, -0.37], [-0.23, -0.17, 0.41], [0.23, 0.37, 0.34], [-0.16, 0.02, -0.15], [-0.17, -0.14, 0.18], [-0.22, 0.10, 0.24], [0.05, 0.01, -0.36], [0.22, -0.04, 0.21], [-0.33, -0.02, -0.55], [0.42, -0.15, 0.41], [-0.67, 0.27, -0.02], [-2.00, 0.32, -0.17], [1.53, -0.46, -0.06], [-1.01, 2.36, 0.98], [0.92, -2.26, -0.91]], "total_energy_ha": -1212.0536, "gap_ev": [6.5, 5.8], "e_above_lowest_kcal_mol": 16.1, "e_lumo_ev": [-4.83, -5.95], "charge": 1, "homo_energy_ev": [-11.2838, -11.7862], "spin_multiplicity": 4}


(3)
{"formula": "C21H28N4O2S", "method": "ωB97M-V/def2-TZVPD", "species": ["C", "C", "N", "C", "C", "C", "C", "C", "N", "C", "O", "C", "C", "C", "C", "C", "C", "C", "C", "C", "O", "C", "C", "N", "N", "C", "C", "S", "H", "H", "H", "H", "H", "H", "H", "H", "H", "H", "H", "H", "H", "H", "H", "H", "H", "H", "H", "H", "H", "H", "H", "H", "H", "H", "H", "H"], "coordinates": [[-4.541720, -1.409394, -1.878912], [-4.876904, -1.040892, -0.426665], [-5.063931, 0.362050, -0.125897], [-6.371449, 0.931064, -0.346061], [-6.843086, 1.080451, -1.800867], [-3.945103, 1.235953, -0.396855], [-3.622854, 2.104008, 0.828978], [-3.091338, 1.252724, 1.982352], [-1.759133, 0.762703, 1.714603], [-1.475795, -0.545197, 1.516990], [-2.297909, -1.439061, 1.630288], [-0.083676, -0.853239, 1.161820], [1.031139, -0.075823, 1.039132], [2.171309, -0.835389, 0.686538], [3.561673, -0.789330, 0.384790], [4.471051, 0.342518, 0.365700], [4.110404, 1.575931, 0.898219], [5.006660, 2.630064, 0.860751], [6.257334, 2.469932, 0.302017], [6.634113, 1.232958, -0.227652], [7.890866, 1.170944, -0.750187], [8.332081, -0.052989, -1.285344], [5.738796, 0.175848, -0.194894], [3.985781, -2.014065, 0.092481], [2.953150, -2.860493, 0.190628], [3.109145, -4.261968, -0.061399], [1.842927, -2.193820, 0.544619], [0.194825, -2.561592, 0.848313], [-3.641244, -0.897435, -2.211339], [-4.364054, -2.480386, -1.940776], [-5.349319, -1.155420, -2.559377], [-5.792122, -1.558608, -0.128921], [-4.067478, -1.405809, 0.214191], [-7.094894, 0.313495, 0.195797], [-6.373618, 1.921375, 0.119470], [-6.077380, 1.556686, -2.409179], [-7.737893, 1.698132, -1.831370], [-7.083531, 0.114423, -2.235603], [-3.067523, 0.627097, -0.622914], [-4.126813, 1.891640, -1.261627], [-4.525613, 2.615370, 1.161958], [-2.883786, 2.862205, 0.557055], [-3.733998, 0.380670, 2.114683], [-3.075239, 1.836869, 2.909077], [-1.044598, 1.452031, 1.547724], [1.037345, 0.988497, 1.191971], [3.143263, 1.707703, 1.354645], [4.726924, 3.587724, 1.274759], [6.965049, 3.282724, 0.265378], [8.337454, -0.843419, -0.528087], [9.350059, 0.125461, -1.628609], [7.713749, -0.367312, -2.132307], [5.982515, -0.795757, -0.590743], [2.480187, -4.570886, -0.898799], [4.154625, -4.440835, -0.301870], [2.829569, -4.840146, 0.821347]], "forces_ev_per_angstrom": [[-0.15, 0.12, 0.25], [0.15, -0.20, -0.13], [0.05, 0.01, 0.04], [-0.10, 0.04, -0.11], [0.12, -0.05, 0.28], [-0.07, 0.27, 0.26], [0.08, -0.37, -0.09], [-0.29, 0.22, 0.04], [0.11, 0.13, -0.07], [0.01, 0.43, 0.14], [-0.11, -0.20, 0.01], [0.44, -0.34, -0.14], [-0.47, -0.10, 0.08], [0.11, -0.94, -0.18], [-0.52, -0.76, 0.01], [0.42, 0.51, 0.01], [-0.10, -0.34, -0.07], [0.16, 0.07, -0.06], [0.10, -0.07, -0.05], [-0.09, 0.10, 0.07], [-0.21, 0.28, 0.16], [0.07, -0.21, -0.09], [0.15, 0.00, -0.07], [0.71, 0.37, -0.06], [-0.44, 0.42, 0.15], [0.01, -0.36, -0.07], [-0.04, 0.61, 0.12], [0.13, 0.20, 0.00], [0.11, 0.02, -0.07], [0.05, -0.12, -0.06], [-0.04, 0.01, -0.11], [0.02, -0.05, 0.06], [-0.16, -0.06, -0.06], [-0.02, 0.12, 0.04], [-0.10, -0.04, 0.04], [0.05, 0.05, -0.12], [-0.11, 0.06, -0.06], [-0.02, -0.07, -0.09], [0.01, 0.02, -0.10], [0.09, -0.10, -0.02], [-0.03, 0.10, -0.01], [0.00, 0.12, 0.03], [0.03, 0.12, 0.08], [-0.07, -0.12, -0.05], [0.04, -0.15, -0.01], [-0.06, 0.19, 0.05], [-0.11, 0.01, 0.06], [-0.01, 0.07, 0.03], [0.08, 0.10, 0.00], [-0.01, 0.02, -0.04], [-0.07, -0.06, 0.01], [0.02, 0.00, 0.04], [0.10, -0.07, -0.07], [0.05, -0.01, 0.00], [-0.08, 0.01, 0.02], [0.04, 0.00, -0.02]], "total_energy_ha": -1584.6933, "gap_ev": 8.2, "e_above_lowest_kcal_mol": 54.0, "e_lumo_ev": 0.37, "smiles": "CCN(CC)CCCNC(=O)c1cc2c(-c3cccc(OC)c3)nn(C)c2s1", "homo_energy_ev": -7.8645}